This record from OMol25 describes a structure of composition C17H40NO2P2Yb at a distorted geometry. The level of theory is ωB97M-V/def2-TZVPD.

Values from the calculation:
Relative energy (zero: lowest compared OMol25 entry of this formula, charge and spin) in eV: 0.0000
Total charge: +2
⟨S²⟩: 0.75
E_HOMO (spin up / spin down) in eV: -14.92 / -14.90
Kohn-Sham gap (spin up / spin down) in eV: 8.196 / 7.858
Multiplicity: 2

Structure (XYZ):
```
63
Properties=species:S:1:pos:R:3:forces:R:3
Yb 0.71179 0.20457 0.13569 0.675 0.918 -0.786
P -1.27344 1.42408 1.59647 0.377 1.253 0.596
P 0.80340 -1.63604 -1.87910 0.594 0.512 -0.821
N -1.18474 0.76577 -1.45435 -0.456 0.528 -0.421
C -2.64961 1.74769 0.41254 -0.112 -0.062 -0.117
H -3.59640 1.51478 0.92296 0.182 0.101 -0.204
H -2.67587 2.82620 0.18180 0.104 -0.394 0.128
C -2.57384 0.92619 -0.89233 -0.108 -0.419 -0.266
H -2.97317 -0.09130 -0.74936 0.086 0.343 0.065
H -3.23725 1.41225 -1.62758 0.309 -0.171 0.138
C -1.19730 0.14941 -2.85945 0.081 0.180 0.592
H -0.55816 0.76591 -3.50945 -0.186 -0.187 0.309
H -2.22275 0.19264 -3.26794 0.442 0.053 0.177
C -0.73582 -1.31225 -2.85615 -0.139 -0.590 0.215
H -0.58560 -1.67653 -3.88506 -0.167 0.123 0.289
H -1.52081 -1.92251 -2.39304 0.013 -0.076 -0.192
C 1.21130 -3.45818 -1.83767 -0.388 0.012 0.047
C 0.66205 -4.02962 -0.51380 -0.097 0.029 0.008
H -0.43365 -4.09334 -0.51250 0.212 0.045 0.048
H 0.98397 -3.40753 0.33995 -0.076 -0.263 -0.276
H 1.05721 -5.03948 -0.35151 -0.161 0.186 -0.065
C 2.04835 -0.71346 -2.92779 -0.069 -0.144 0.484
C 3.37400 -0.48359 -2.16432 0.115 0.286 -0.330
H 3.76957 0.50889 -2.42100 -0.004 -0.312 0.094
H 4.13311 -1.22949 -2.43986 -0.288 0.181 0.235
H 3.26860 -0.50543 -1.06383 0.005 -0.042 -0.162
C -0.46099 3.10820 1.84295 0.185 -0.355 -0.214
C 0.61920 3.08370 2.94013 0.144 0.068 -0.043
H 1.24070 3.98648 2.84481 -0.206 -0.257 0.019
H 1.30135 2.22186 2.85940 -0.148 0.115 0.062
H 0.19053 3.09462 3.95516 0.106 -0.062 -0.429
C -1.92917 0.82791 3.21597 -0.002 -0.393 -0.299
C -0.78251 0.23489 4.06355 -0.169 0.021 0.205
H -1.21453 -0.40511 4.84639 0.167 0.221 -0.172
H -0.19584 1.02415 4.55380 -0.173 -0.313 -0.165
H -0.09177 -0.39382 3.47764 -0.169 0.157 0.075
C -1.03543 -1.32583 0.78090 -3.600 -3.036 0.727
O -1.94926 -1.99670 1.00729 3.105 2.357 -0.702
C 2.23275 -1.36290 -4.30555 0.038 0.144 -0.609
H 1.65129 -2.28481 -4.42846 0.192 0.127 -0.022
H 1.90573 -0.66928 -5.09251 0.112 -0.272 0.142
H 3.28821 -1.59294 -4.50661 -0.320 0.006 0.096
C -1.42194 4.28825 2.02461 -0.384 0.212 -0.260
H -1.04796 4.97168 2.79637 -0.160 -0.189 -0.122
H -1.48641 4.86374 1.09105 -0.087 -0.102 0.303
H -2.43682 3.97016 2.29236 0.236 0.239 0.041
C -2.75508 1.84958 3.99339 -0.120 -0.021 0.250
H -3.12478 1.36438 4.90679 0.031 0.163 -0.193
H -2.16530 2.72168 4.30102 -0.119 -0.210 -0.122
H -3.62904 2.18836 3.42472 0.180 -0.006 0.125
C 2.70632 -3.78215 -1.95699 0.197 0.209 -0.016
H 3.29310 -3.26507 -1.18449 -0.124 -0.081 -0.163
H 2.85196 -4.85571 -1.79219 -0.110 0.180 -0.068
H 3.13290 -3.54308 -2.93729 -0.152 0.032 0.237
H 0.66325 -3.90154 -2.68198 0.172 -0.010 0.174
H -2.60139 -0.00117 2.92977 0.157 0.174 0.068
H 1.57806 0.27479 -3.08181 0.134 -0.349 0.267
H 0.03788 3.24045 0.86424 0.025 -0.073 0.355
H -0.80623 1.71902 -1.59455 -0.168 -0.594 0.175
H 1.07476 1.90866 -1.00908 0.242 -0.668 0.708
O 2.03716 -1.27178 1.59518 0.192 0.096 0.307
H 3.01567 -1.26488 1.67514 -0.653 -0.068 -0.001
H 1.70870 -1.86546 2.30553 0.308 0.445 -0.519
```
Positions in Å, forces in eV/Å.

natural (NBO) population analysis, charges in e, atoms 1 to 5: atom 1 (Yb): 1.51, atom 2 (P): 0.83, atom 3 (P): 0.82, atom 4 (N): -0.72, atom 5 (C): -0.74

=====

This record from OMol25 describes a cluster of 5 separate species, C17H41BBrN4O10P in total at a distorted geometry. The level of theory is ωB97M-V/def2-TZVPD.

Values from the calculation:
Relative energy (zero: lowest compared OMol25 entry of this formula, charge and spin) in eV: 1.4807
E_HOMO in eV: -8.94
Kohn-Sham gap in eV: 9.192

Structure (XYZ):
```
75
Properties=species:S:1:pos:R:3:forces:R:3
C -1.64000 1.64155 -1.14160 0.280 0.147 0.185
C -0.83494 2.47857 -2.18088 -1.131 -0.690 0.197
O 0.30418 3.14929 -1.57294 1.315 -0.607 -0.937
B 1.44565 2.89213 -2.36929 -1.893 1.216 0.359
O 1.80778 3.84577 -3.32550 -0.706 -1.527 0.852
O 2.10526 1.64178 -2.13527 2.528 1.196 0.180
P 3.75593 1.71261 -2.29834 2.084 -0.120 -2.450
O 4.22397 2.18617 -3.65659 -1.290 -0.878 2.562
O 4.49199 2.66642 -1.16306 -1.836 -1.785 -0.865
O 4.28034 0.14723 -2.00542 -1.568 2.425 -0.169
C 3.71545 -0.73468 -3.00567 -0.572 -0.591 -0.608
C 2.47447 -1.55062 -2.48839 0.524 -0.951 -1.186
C 2.82089 -3.09999 -2.42434 -0.081 0.874 0.470
Br 2.41264 -3.70265 -0.56027 0.189 -0.205 -0.912
H -2.68572 1.44857 -1.47786 1.046 0.244 0.127
H -1.18561 0.65397 -0.90878 -0.128 0.710 -0.212
H -1.68443 2.21740 -0.19089 -0.008 -0.382 -0.603
H -1.54027 3.22606 -2.61401 0.793 -0.281 0.174
H -0.45987 1.82373 -3.00607 -0.441 0.346 0.377
H 2.03598 3.41686 -4.15951 0.789 0.169 0.085
H 4.11332 2.52828 -0.28141 0.134 0.031 0.031
H 4.54968 -1.39531 -3.33880 -0.619 0.392 0.411
H 3.39306 -0.17909 -3.92156 0.477 -0.117 0.827
H 1.67977 -1.46267 -3.27044 0.451 0.139 0.786
H 2.06939 -1.17927 -1.52825 0.402 -0.129 -0.628
H 2.24803 -3.69886 -3.15795 0.130 0.282 0.777
H 3.89783 -3.29217 -2.60132 -0.679 0.112 0.347
C -5.33054 0.85608 -3.25163 -0.250 -0.249 0.028
O -4.30867 1.24754 -2.72824 -0.067 0.057 -0.103
N -5.99837 -0.26066 -2.88185 -0.083 0.269 -0.276
C -7.21985 -0.68392 -3.53489 0.201 -0.102 0.247
C -5.46037 -1.05417 -1.78998 0.220 0.161 -0.041
H -5.80609 1.39504 -4.08697 -0.072 -0.032 -0.042
H -8.02771 -0.72245 -2.80027 -0.100 -0.053 -0.136
H -7.07427 -1.67799 -3.96438 -0.169 0.014 -0.052
H -7.49442 0.00945 -4.32895 0.071 0.014 0.047
H -5.40000 -0.43605 -0.89224 0.109 -0.133 0.037
H -4.45363 -1.38726 -2.04933 0.015 0.002 0.213
H -6.09463 -1.91830 -1.59756 -0.070 0.082 -0.103
C -1.84983 2.67103 3.16746 0.166 0.288 0.095
O -2.14232 1.91064 2.26788 0.027 -0.032 -0.107
N -1.09756 3.78872 3.02668 -0.226 -0.238 0.297
C -0.78685 4.65161 4.14793 0.051 -0.012 -0.313
C -0.58813 4.12998 1.70933 -0.114 -0.266 -0.029
H -2.18592 2.50358 4.20383 0.024 0.059 0.073
H -1.17563 5.65353 3.95147 0.071 0.041 0.156
H 0.29711 4.70314 4.27488 -0.036 0.110 0.133
H -1.23421 4.27039 5.06510 -0.008 -0.040 -0.073
H -1.42374 4.26177 1.02007 0.141 0.006 -0.100
H 0.03955 3.31676 1.34012 -0.047 0.105 -0.161
H -0.00576 5.04835 1.75621 -0.048 -0.028 0.084
C -2.57906 -2.43940 0.27592 0.078 -0.119 0.415
O -2.25508 -1.51534 -0.44002 0.073 0.066 -0.120
N -2.21173 -2.58180 1.57083 -0.238 -0.214 -0.336
C -2.63552 -3.71269 2.36980 0.193 0.252 0.041
C -1.36429 -1.56599 2.17466 -0.084 0.195 -0.273
H -3.21873 -3.26196 -0.08630 -0.041 -0.082 0.061
H -3.20444 -3.35373 3.23083 -0.009 -0.167 0.043
H -1.75576 -4.25783 2.71987 -0.117 -0.100 0.082
H -3.26183 -4.38627 1.78567 0.032 0.070 -0.036
H -1.86667 -0.59778 2.12577 0.154 0.046 0.041
H -0.42833 -1.50072 1.61609 0.021 0.084 0.098
H -1.15367 -1.81721 3.21283 -0.048 -0.098 -0.067
C 4.63964 -2.97657 4.42814 0.194 0.064 -0.187
O 3.45669 -2.94434 4.69487 -0.147 0.075 -0.085
N 5.20031 -2.45175 3.31163 0.116 -0.187 0.360
C 6.62464 -2.52712 3.05826 -0.252 0.117 -0.160
C 4.34418 -1.79434 2.34107 -0.206 -0.098 0.237
H 5.37428 -3.45207 5.09814 0.093 -0.005 -0.022
H 7.03036 -1.51641 2.97071 0.156 -0.082 -0.029
H 6.79756 -3.06788 2.12484 0.168 0.032 0.033
H 7.13469 -3.04573 3.86911 -0.088 0.013 0.002
H 3.82894 -0.96075 2.82308 -0.065 -0.002 -0.131
H 3.59784 -2.50414 1.98125 -0.019 0.170 -0.081
H 4.93308 -1.42608 1.50269 0.038 -0.074 0.059
```
Positions in Å, forces in eV/Å.

Löwdin population analysis, charges in e, atoms 1 to 5: atom 1 (C): -0.05, atom 2 (C): -0.20, atom 3 (O): 0.03, atom 4 (B): -0.74, atom 5 (O): 0.18

=====

This record from OMol25 describes a cluster of 2 separate species, C17H41BNO3 in total. The level of theory is ωB97M-V/def2-TZVPD.

Values from the calculation:
Total charge: +1
E_HOMO in eV: -10.50
Kohn-Sham gap in eV: 7.104

Structure (XYZ):
```
63
Properties=species:S:1:pos:R:3:forces:R:3
C -2.69595 7.12192 -0.90863 0.030 0.084 0.012
C -3.91246 6.21346 -0.96886 -0.024 -0.198 -0.042
O -3.91090 5.28501 0.10927 -0.053 0.049 -0.061
C -3.54846 3.96793 -0.26979 0.214 -0.045 0.054
B -4.58628 3.15073 -1.10612 0.006 0.079 0.043
C -4.31368 1.70793 -1.63741 -0.119 -0.108 0.021
C -2.90816 1.09849 -1.55115 0.064 0.131 -0.057
C -2.50613 0.60925 -0.14420 -0.092 -0.125 0.120
C -1.28280 1.30146 0.48088 0.072 0.191 -0.083
C -0.36587 0.40197 1.33187 -0.001 -0.280 0.058
C 1.07452 0.24584 0.82324 0.104 0.152 0.021
C 1.32341 -0.74830 -0.31399 -0.046 -0.161 -0.005
C 0.34000 -0.69043 -1.48587 0.029 0.212 0.130
C 0.80133 -1.43992 -2.74193 0.037 -0.090 -0.106
O 1.08444 -0.58382 -3.83182 -0.005 0.067 0.009
C 2.35460 0.03703 -3.77601 -0.045 -0.069 0.084
H -2.49920 7.39014 0.13086 -0.042 0.032 -0.056
H -2.87012 8.04240 -1.47073 0.031 -0.075 -0.026
H -1.80223 6.64184 -1.31284 -0.032 -0.023 0.058
H -4.83795 6.79128 -0.90913 0.067 0.010 0.093
H -3.93914 5.66438 -1.91987 -0.054 0.114 0.008
H -2.54582 3.95489 -0.73695 -0.066 0.004 0.026
H -3.40235 3.41395 0.67206 -0.042 0.009 -0.064
H -5.65470 3.64580 -1.31593 -0.007 -0.055 -0.012
H -5.02783 1.05602 -1.10555 0.014 0.035 -0.055
H -4.69327 1.67411 -2.66782 0.084 0.022 0.012
H -2.16837 1.83021 -1.89635 -0.070 -0.027 -0.013
H -2.84383 0.26865 -2.26028 0.026 -0.013 0.071
H -2.31009 -0.46693 -0.17566 -0.063 0.060 -0.044
H -3.36576 0.71489 0.52749 0.080 0.010 0.001
H -1.62106 2.13363 1.10221 0.021 -0.013 -0.058
H -0.68668 1.76734 -0.31125 -0.036 -0.074 0.040
H -0.30515 0.80294 2.34622 -0.039 -0.012 -0.019
H -0.82156 -0.59398 1.43297 0.016 0.069 0.007
H 1.44647 1.23091 0.51623 -0.079 -0.032 0.035
H 1.70357 -0.05733 1.66862 0.032 0.045 -0.050
H 2.33880 -0.58478 -0.69442 -0.024 -0.012 0.055
H 1.32464 -1.76771 0.10116 -0.055 0.042 -0.067
H -0.62956 -1.07159 -1.15621 0.090 -0.015 -0.072
H 0.16034 0.35077 -1.77278 0.060 -0.082 -0.052
H 0.01918 -2.11062 -3.10185 0.031 0.037 0.023
H 1.68628 -2.05788 -2.51463 -0.047 -0.003 -0.010
H 2.30245 0.97450 -4.32882 -0.017 -0.077 -0.024
H 2.65264 0.26205 -2.74615 -0.014 0.051 -0.058
H 3.11704 -0.60481 -4.23506 -0.012 0.028 0.074
C 3.48802 -5.86573 2.97507 -0.030 0.017 0.048
C 4.26691 -4.71818 2.37046 0.076 0.064 -0.147
C 3.79908 -3.32729 2.79884 -0.024 -0.081 0.063
O 2.53982 -3.08229 2.21691 0.001 0.005 -0.068
C 1.41679 -3.01856 3.10131 -0.012 0.097 0.034
N 4.04309 -4.73111 0.86354 0.020 -0.009 0.069
H 2.43219 -5.81456 2.70501 0.000 0.004 0.007
H 3.88748 -6.83086 2.66253 -0.012 -0.005 -0.012
H 3.56041 -5.81345 4.06061 0.008 -0.027 -0.011
H 5.33891 -4.83149 2.53190 -0.015 -0.003 0.017
H 4.49933 -2.57137 2.43188 -0.005 0.032 0.022
H 3.77422 -3.26656 3.88868 0.011 -0.021 -0.020
H 1.69899 -2.53636 4.03803 -0.023 0.018 -0.012
H 1.01519 -4.01213 3.30710 0.013 -0.008 0.015
H 0.66233 -2.41313 2.60477 -0.015 -0.027 -0.005
H 4.07377 -5.67316 0.47440 -0.019 0.007 -0.002
H 4.72159 -4.15107 0.36827 -0.004 0.006 -0.001
H 3.10753 -4.31629 0.72566 0.009 -0.016 -0.022
```
Positions in Å, forces in eV/Å.

natural (NBO) population analysis, charges in e, atoms 1 to 5: atom 1 (C): -0.64, atom 2 (C): -0.06, atom 3 (O): -0.54, atom 4 (C): -0.44, atom 5 (B): 0.65

=====

This record from OMol25 describes a structure of composition C17H41BrIn at a distorted geometry. The level of theory is ωB97M-V/def2-TZVPD.

Values from the calculation:
Total charge: -1
E_HOMO in eV: -4.80
Kohn-Sham gap in eV: 7.548

Structure (XYZ):
```
60
Properties=species:S:1:pos:R:3:forces:R:3
C 3.56007 -0.90822 1.79981 0.052 -0.846 0.462
C 3.94643 -1.98850 0.58288 -1.011 0.692 -1.156
C 5.34895 -1.58854 -0.19029 -0.063 -0.598 0.693
C 2.69154 -1.86786 -0.50303 1.411 0.726 -0.229
In 0.87655 -2.89865 0.37399 0.159 0.919 0.364
C -0.88405 -1.47383 0.34687 -1.354 0.665 0.099
Br 0.52399 -5.13286 -0.95676 -0.067 0.148 0.040
H 4.42945 -0.14957 2.00788 -1.625 -1.321 -0.514
H 3.37842 -1.51376 2.80728 0.314 1.361 -2.124
H 2.54812 -0.33145 1.54491 2.325 -1.222 0.513
H 3.96507 -3.10925 0.97625 0.208 2.485 -0.660
H 6.22485 -1.65916 0.61226 -1.579 0.424 -1.832
H 5.23709 -0.51376 -0.64354 0.368 -1.981 0.991
H 5.60977 -2.33291 -1.08459 -0.733 1.530 2.004
H 2.47177 -0.70496 -0.65359 0.497 -2.337 0.194
H 3.02053 -2.30260 -1.53889 -0.558 0.745 1.802
H 1.25288 -3.28169 2.08668 -0.049 -0.164 -0.310
H -1.32432 -1.27311 1.43237 0.853 -0.530 -2.203
H -1.75758 -1.91092 -0.33824 1.767 1.252 1.386
H -0.49551 -0.43437 -0.03824 -0.939 -1.906 0.458
C -7.44668 -4.10712 0.49537 -0.119 -0.063 0.187
C -7.58285 -2.72897 -0.13224 0.004 -0.009 -0.240
C -6.37353 -2.33142 -0.98243 0.006 0.131 -0.002
C -5.04759 -2.21634 -0.22114 0.018 -0.139 0.057
C -5.05042 -1.23097 0.95023 0.196 -0.085 -0.062
C -5.31004 0.20546 0.52367 -0.057 0.149 0.125
H -6.59972 -4.15597 1.18550 -0.062 -0.036 -0.093
H -8.35045 -4.35319 1.06181 0.104 -0.065 -0.029
H -7.31176 -4.87340 -0.27448 0.049 0.047 0.090
H -7.76585 -1.98446 0.64811 0.047 0.020 -0.025
H -8.47362 -2.72541 -0.77293 0.068 0.055 0.064
H -6.59163 -1.37997 -1.48007 0.023 -0.041 0.017
H -6.24671 -3.06788 -1.78609 -0.030 0.045 0.074
H -4.26595 -1.92099 -0.93222 -0.059 -0.032 0.123
H -4.75457 -3.20467 0.15235 0.000 0.095 -0.073
H -4.07222 -1.27597 1.44395 -0.119 -0.054 -0.090
H -5.78735 -1.53069 1.70314 -0.001 -0.031 -0.042
H -4.55370 0.54200 -0.19254 -0.083 -0.038 0.049
H -5.27058 0.86872 1.39360 -0.004 0.015 -0.135
H -6.29641 0.31961 0.06479 0.062 0.027 -0.001
C 5.43257 5.43402 -0.19929 0.185 0.039 -0.136
C 4.03055 5.35951 -0.78283 -0.161 0.096 0.134
C 3.04727 4.59402 0.10628 -0.110 -0.044 -0.072
C 3.38648 3.11654 0.33635 0.135 0.001 0.033
C 3.51522 2.27068 -0.93290 -0.025 -0.075 0.183
C 2.22417 2.19064 -1.73257 0.008 -0.067 -0.195
H 5.87894 4.44167 -0.08978 -0.033 0.097 0.030
H 6.08292 6.01928 -0.85710 0.017 -0.056 0.118
H 5.42016 5.91923 0.78178 0.025 -0.083 -0.044
H 4.06987 4.91702 -1.78252 -0.039 -0.033 0.041
H 3.65470 6.38178 -0.91569 0.001 -0.109 -0.030
H 2.04484 4.67418 -0.32868 0.056 -0.027 0.035
H 2.99074 5.09082 1.08317 0.021 -0.002 -0.076
H 2.61022 2.68003 0.97722 0.079 0.006 -0.077
H 4.32112 3.04119 0.90461 -0.079 0.016 -0.011
H 3.80936 1.25439 -0.64431 -0.021 0.152 -0.018
H 4.32009 2.65303 -1.56988 0.006 0.022 0.053
H 1.41744 1.76356 -1.12838 0.052 0.040 -0.073
H 2.36452 1.55096 -2.60970 -0.112 0.045 0.107
H 1.90643 3.17507 -2.08818 -0.022 -0.050 0.024
```
Positions in Å, forces in eV/Å.

Löwdin population analysis, charges in e, atoms 1 to 5: atom 1 (C): -0.14, atom 2 (C): -0.46, atom 3 (C): -0.15, atom 4 (C): -0.33, atom 5 (In): 0.23